This record from the OMol25 dataset describes a molecular structure, C32H29CoN4O3S3Se at a distorted geometry. The level of theory is wB97M-V/def2-TZVPD.

Each line ends with the Mulliken spin population.
Atoms and positions in Å:
Co 0.382 -1.085 0.291  0.971
C 2.261 -1.493 3.103  -0.003
C 3.232 -2.170 2.152  0.004
S 2.924 -1.909 0.367  0.008
C 2.998 -3.621 -0.253  0.000
C 1.936 -4.575 0.271  0.005
S 0.236 -3.905 0.184  0.026
C -0.363 -4.287 1.860  -0.002
C 0.381 -3.625 3.010  0.001
S 0.489 -1.807 2.851  -0.015
H 2.504 -1.780 4.127  0.000
H 2.337 -0.410 3.020  -0.002
H 4.224 -1.767 2.355  0.000
H 3.268 -3.248 2.305  0.000
H 2.910 -3.510 -1.335  -0.002
H 3.989 -4.014 -0.029  0.001
H 1.953 -5.489 -0.323  0.001
H 2.122 -4.848 1.308  0.000
H -1.405 -3.966 1.836  0.000
H -0.345 -5.370 1.980  0.000
H -0.154 -3.836 3.935  0.000
H 1.394 -4.006 3.115  0.000
Se -5.091 -1.628 -4.916  0.000
N -5.109 -1.637 -3.158  0.000
C -3.870 -1.525 -2.750  0.000
C -3.477 -1.480 -1.356  0.000
C -4.390 -1.482 -0.299  0.002
C -3.912 -1.395 0.990  -0.001
C -2.537 -1.333 1.199  0.001
N -1.662 -1.355 0.205  0.010
C -2.113 -1.405 -1.060  -0.001
C -1.113 -1.336 -2.110  -0.001
N 0.172 -1.252 -1.720  -0.030
C 1.121 -1.127 -2.637  -0.002
C 0.844 -1.098 -4.000  -0.001
C -0.464 -1.203 -4.419  0.001
C -1.473 -1.323 -3.461  0.000
C -2.880 -1.434 -3.791  0.000
N -3.343 -1.470 -5.016  0.000
H -5.448 -1.541 -0.519  0.000
H -4.583 -1.369 1.836  0.000
H -2.130 -1.258 2.199  0.000
H 2.137 -1.046 -2.270  0.001
H 1.653 -0.992 -4.707  0.000
H -0.735 -1.189 -5.467  0.000
O -0.462 1.643 -0.391  -0.001
C 0.328 2.521 0.394  -0.002
C 1.266 1.621 1.345  0.000
O 1.883 2.163 2.239  0.001
O 1.371 0.365 1.067  0.032
C 1.281 3.298 -0.514  0.002
C 1.196 3.179 -1.901  0.000
C 2.084 3.845 -2.735  0.000
C 3.087 4.636 -2.201  0.000
C 3.190 4.752 -0.823  0.000
C 2.300 4.093 0.009  0.000
C -0.608 3.370 1.256  0.002
C -0.146 4.225 2.255  0.000
C -1.034 4.941 3.043  0.000
C -2.402 4.827 2.850  0.000
C -2.875 3.986 1.856  0.000
C -1.987 3.263 1.073  0.000
H -0.811 2.149 -1.135  0.000
H 0.445 2.556 -2.373  0.000
H 1.992 3.735 -3.808  0.000
H 3.786 5.144 -2.851  0.000
H 3.980 5.351 -0.389  0.000
H 2.425 4.171 1.077  0.000
H 0.909 4.313 2.454  0.000
H -0.653 5.587 3.823  0.000
H -3.094 5.379 3.473  0.000
H -3.940 3.889 1.686  0.000
H -2.384 2.594 0.321  0.000

The calculation puts the LUMO energy (spin up / spin down) at -3.7 / -3.7 eV. The energy above the lowest of the compared OMol25 structures with the same formula, charge and spin comes out at 107.97 kJ/mol. The value obtained for the calculated total energy is -181232.6645 eV. Its net charge is +1. Its HOMO energy (spin up / spin down) is -10.6 / -10.6 eV. The gap between HOMO and LUMO (spin up / spin down) comes out at 0.2539 / 0.2534 Ha. The multiplicity is 2.